[1]
DFT (ωB97M-V/def2-TZVPD) results for a molecular structure, C31H38F3N3OPRuS3.

As for the LUMO energy (spin up / spin down): -0.2041 / -0.2026 Ha. As for the HOMO energy (spin up / spin down): -10.73 / -10.73 eV. The orbital gap (spin up / spin down) is 0.1902 / 0.1918 Ha. Its total charge is +1. The calculation puts the energy above the lowest of the compared OMol25 structures with the same formula, charge and spin at 1.1557 eV. For the electronic energy, the calculation gives -91805.874 eV.

Last column: Löwdin charge in e.
Atoms and positions in Å:
Ru1 0.16180 0.94753 0.51790  0.920
C1 -0.19174 3.50378 2.54725  -0.033
C2 -0.71413 2.92213 1.26942  -0.364
N1 0.11161 2.94747 0.20520  -0.115
N2 -0.09059 3.46792 -0.96452  0.028
C3 0.36757 2.74297 -1.97216  -0.981
S1 0.92864 1.17052 -1.65991  0.830
S2 0.57637 3.48137 -3.55339  0.919
C4 -0.86674 2.83046 -4.48104  -0.394
C5 -0.91408 1.34221 -4.63956  -0.315
C6 -0.04763 0.69607 -5.51953  -0.044
C7 -0.11455 -0.67508 -5.69064  -0.066
C8 -1.06032 -1.41935 -4.99252  -0.082
C9 -1.92294 -0.78334 -4.11538  -0.086
C10 -1.83931 0.59091 -3.92502  -0.050
C11 -2.15024 2.83314 0.98368  -0.153
C12 -3.09012 3.70741 1.53219  -0.009
C13 -4.41355 3.60852 1.15877  -0.067
C14 -4.79616 2.62896 0.24315  -0.056
C15 -3.87945 1.74071 -0.28207  0.000
C16 -2.53986 1.81704 0.10165  -0.345
O1 -1.66919 0.91497 -0.33944  -0.273
H1 0.89437 3.44460 2.59070  0.087
H2 -0.64086 3.03762 3.41982  0.070
H3 -0.45926 4.56427 2.53613  0.107
H4 -0.74033 3.32682 -5.44357  0.086
H5 -1.77265 3.21275 -4.01498  0.088
H6 0.67765 1.27605 -6.07842  0.120
H7 0.55480 -1.16515 -6.38545  0.109
H8 -1.13069 -2.48847 -5.14627  0.107
H9 -2.67417 -1.35332 -3.58377  0.100
H10 -2.51246 1.08320 -3.23359  0.109
H11 -2.78180 4.47261 2.23212  0.118
H12 -5.14366 4.28680 1.57671  0.110
H13 -5.83409 2.55048 -0.05375  0.114
H14 -4.18075 0.96361 -0.97277  0.118
F1 0.13660 1.42251 5.78392  0.146
C17 1.11820 0.53396 5.56682  -0.601
F2 1.97283 0.61702 6.59266  0.156
F3 0.56726 -0.68918 5.59539  0.145
C18 1.81166 0.79553 4.25455  -0.111
C19 3.15185 1.10819 4.20763  0.036
C20 3.76470 1.36623 2.97917  -0.020
C21 3.00490 1.30074 1.83783  -0.100
N3 1.70222 0.98400 1.87897  -0.137
C22 1.08619 0.73187 3.05258  -0.679
S3 -0.58358 0.39275 2.82651  0.827
H15 3.71966 1.15968 5.12623  0.135
H16 4.81084 1.62538 2.91748  0.118
H17 3.42215 1.51147 0.86194  0.118
C23 -0.13661 -4.08134 1.46115  -0.090
C24 0.21917 -2.61160 1.72150  -0.523
C25 1.33767 -2.57217 2.77028  -0.106
P1 0.59234 -1.51165 0.26159  1.045
C26 2.39158 -1.88298 -0.09068  -0.511
C27 3.07689 -1.00879 -1.13749  -0.156
C28 2.74953 -3.34650 -0.36803  -0.087
C29 -0.56129 -2.02819 -1.09350  -0.526
C30 -0.19901 -3.29056 -1.87502  -0.090
C31 -1.99815 -2.07034 -0.55581  -0.099
H18 -0.45665 -4.51181 2.41214  0.095
H19 0.71361 -4.66648 1.12121  0.065
H20 -0.94724 -4.22400 0.75516  0.053
H21 -0.65921 -2.13622 2.15763  0.049
H22 2.15595 -3.23957 2.49636  0.083
H23 0.94391 -2.90979 3.72928  0.095
H24 1.75178 -1.58047 2.92080  0.042
H25 2.83582 -1.63352 0.87934  0.088
H26 2.67746 -1.18444 -2.13821  0.076
H27 4.13965 -1.25477 -1.16348  0.091
H28 2.99678 0.05097 -0.90770  -0.014
H29 2.40989 -3.67325 -1.34640  0.069
H30 2.36059 -4.02948 0.37853  0.050
H31 3.83740 -3.43431 -0.35516  0.092
H32 -0.52171 -1.18786 -1.79142  0.046
H33 0.00229 -4.14393 -1.23064  0.066
H34 0.66277 -3.12549 -2.52010  0.072
H35 -1.04074 -3.55468 -2.51827  0.084
H36 -2.19633 -2.96645 0.02767  0.068
H37 -2.69029 -2.08058 -1.39906  0.077
H38 -2.23482 -1.19806 0.04970  0.055

[2]
DFT (ωB97M-V/def2-TZVPD) results for a molecular structure, C31H38MgN5O4SeSi.

As for the LUMO energy: 0.0845 Ha. As for the HOMO energy: -4.70 eV. The orbital gap is 0.2574 Ha. Its total charge is -1. The calculation puts the energy above the lowest of the compared OMol25 structures with the same formula, charge and spin at 0.0000 eV. For the electronic energy, the calculation gives -127082.201 eV.

Last column: Löwdin charge in e.
Atoms and positions in Å:
Mg1 -1.01196 -0.52228 1.18788  0.513
C1 -3.69723 -0.34719 3.48538  -0.010
C2 -2.47599 -1.23692 3.61660  -0.491
C3 -2.29627 -1.77554 5.01828  -0.014
O1 -1.33005 -0.38874 3.27407  -0.065
C4 -2.59697 -2.39379 2.58123  -0.597
O2 -3.27423 -3.36442 2.87223  0.056
O3 -1.96997 -2.19206 1.47256  -0.096
H1 -3.65125 0.46592 4.21223  0.097
H2 -4.59191 -0.94546 3.65961  0.103
H3 -3.75689 0.09282 2.48737  0.036
H4 -2.32828 -0.96273 5.74549  0.089
H5 -1.34177 -2.30082 5.11598  0.092
H6 -3.08784 -2.49241 5.22544  0.090
H7 -0.51793 -0.87150 3.49753  0.105
C5 4.75071 -2.31372 -3.24397  -0.051
C6 3.68508 -1.40569 -3.79741  -0.283
C7 3.12168 -0.39891 -3.02766  -0.043
C8 2.12571 0.43468 -3.51862  -0.014
C9 1.66291 0.27179 -4.81841  -0.238
N1 0.66777 1.08816 -5.40881  0.125
C10 -0.03398 2.13801 -4.83313  -0.536
O4 -0.25714 3.16548 -5.44069  0.069
N2 -0.45641 1.92569 -3.54298  0.139
C11 -0.85323 0.69067 -2.97514  -0.231
C12 -1.37794 -0.37139 -3.69117  0.012
C13 -1.81803 -1.48732 -2.99806  -0.029
C14 -1.72689 -1.51165 -1.61873  -0.118
N3 -1.18724 -0.49910 -0.93493  -0.019
C15 -0.75390 0.57016 -1.60010  -0.167
C16 2.22991 -0.72568 -5.60898  -0.030
C17 3.22223 -1.54664 -5.10357  -0.050
H8 4.94545 -2.09308 -2.19467  0.063
H9 5.68918 -2.20535 -3.79200  0.077
H10 4.45032 -3.36106 -3.31346  0.079
H11 3.46186 -0.25111 -2.00850  0.113
H12 1.73173 1.21528 -2.88515  0.111
H13 0.74993 1.20958 -6.40547  0.143
H14 -0.82830 2.74797 -3.08867  0.160
H15 -1.46483 -0.31732 -4.76797  0.120
H16 -2.25345 -2.32582 -3.52329  0.108
H17 -2.07892 -2.34612 -1.02483  0.117
H18 -0.31621 1.37019 -1.01435  0.100
H19 1.88203 -0.85963 -6.62744  0.108
H20 3.64355 -2.31709 -5.74036  0.111
C18 1.20475 -3.43962 2.05166  -0.171
Si1 1.82628 -2.10755 0.89733  0.369
C19 1.39637 -2.65859 -0.84750  -0.157
C20 3.70166 -2.18699 0.99749  -0.194
N4 1.04362 -0.63333 1.29162  -0.122
C21 1.56821 0.61103 1.59818  -0.358
C22 2.94047 0.92602 1.71824  -0.054
C23 3.37043 2.18737 2.10104  -0.118
C24 2.47631 3.21399 2.37314  -0.133
C25 1.12097 2.95272 2.21463  -0.096
C26 0.68831 1.69840 1.82771  -0.077
H21 1.61629 -4.41959 1.78883  0.030
H22 0.11489 -3.51475 2.00226  0.017
H23 1.48968 -3.22096 3.08575  0.029
H24 2.16534 -3.32812 -1.24681  0.027
H25 1.30368 -1.80844 -1.52676  0.008
H26 0.44595 -3.19954 -0.86597  0.027
H27 3.99042 -3.22522 0.80462  0.029
H28 4.09016 -1.90610 1.97874  0.028
H29 4.19319 -1.56036 0.24757  0.009
H30 3.67888 0.16716 1.51263  0.060
H31 4.43649 2.36937 2.18754  0.092
H32 2.82332 4.18917 2.68873  0.085
H33 0.38576 3.73040 2.38607  0.101
H34 -0.38712 1.56995 1.69240  0.042
Se1 -2.99241 1.76317 0.16011  0.639
C27 -3.74756 3.06189 1.32617  -0.691
C28 -3.24316 4.36149 1.42476  -0.142
C29 -3.84742 5.27929 2.26696  -0.185
N5 -4.91106 5.01906 3.03108  0.024
C30 -5.38640 3.77434 2.94502  -0.181
C31 -4.85724 2.78757 2.13080  -0.145
H35 -2.37653 4.64717 0.84177  0.084
H36 -3.45270 6.28912 2.33254  0.092
H37 -6.24930 3.55246 3.56643  0.093
H38 -5.30550 1.80215 2.11183  0.083

[3]
DFT (ωB97M-V/def2-TZVPD) results for a molecular structure, C31H38N2P2Tc.

The multiplicity is 4. As for the LUMO energy (spin up / spin down): -0.2348 / -0.3136 Ha. As for the HOMO energy (spin up / spin down): -12.96 / -14.07 eV. The orbital gap (spin up / spin down) is 0.2415 / 0.2035 Ha. Its total charge is +2. For the electronic energy, the calculation gives -56501.457 eV. As for the expectation value of S²: 3.7728.

Last column: Löwdin charge in e.
Atoms and positions in Å:
C1 0.59703 2.74767 -4.26426  -0.036
C2 -0.69654 2.38279 -3.90723  -0.025
C3 -0.92025 1.29385 -3.06148  -0.277
C4 0.16160 0.59031 -2.50330  -0.188
C5 1.47182 0.99176 -2.85521  -0.307
C6 1.69210 2.06389 -3.72009  -0.026
C7 -2.33934 0.85243 -2.88885  -0.146
C8 -2.49845 -0.46847 -2.17112  -0.203
N1 -1.62501 -1.55765 -2.69284  -0.366
Tc1 -0.06657 -1.01495 -1.17394  1.046
C9 2.65332 0.27843 -2.28363  -0.255
P1 2.20168 -1.40317 -1.67203  0.767
H1 -1.55474 2.91787 -4.32383  0.132
H2 2.72464 2.34691 -3.97439  0.130
H3 0.77443 3.53314 -5.00052  0.121
H4 3.07378 0.82085 -1.41727  0.116
H5 3.46712 0.15008 -3.01625  0.120
H6 -2.90382 1.63714 -2.34899  0.147
H7 -2.83713 0.77076 -3.85993  0.133
H8 -2.22886 -0.31593 -1.09860  0.081
C10 3.63149 -1.71993 -0.65943  -0.223
C11 2.37259 -2.47596 -3.11328  -0.197
H9 -3.52405 -0.83416 -2.21631  0.132
C12 -1.15421 -1.44577 -4.10497  -0.037
C13 -2.36117 -2.85602 -2.58107  -0.076
H10 1.29617 -1.31604 -0.13270  0.043
H11 -1.76636 -2.11307 -4.72133  0.095
H12 -1.32762 -0.45944 -4.51533  0.085
H13 -0.09111 -1.71152 -4.19116  0.071
H14 -2.69009 -3.13846 -3.58989  0.092
H15 -1.75769 -3.66633 -2.16239  0.081
H16 -3.26058 -2.69137 -1.98803  0.091
H17 3.43698 -2.57563 -3.33681  0.074
H18 1.95453 -3.45791 -2.87568  0.066
H19 1.85608 -2.08446 -3.99760  0.051
H20 4.53727 -1.57417 -1.25372  0.082
H21 3.64272 -1.03881 0.19047  0.047
H22 3.59627 -2.74750 -0.29553  0.073
H23 -0.98195 -2.31951 -0.75528  0.031
N2 -0.17281 -0.00694 0.33459  -0.330
P2 -0.06794 0.44755 1.91333  0.919
C14 -0.81115 2.05650 2.16639  -0.321
C15 -0.95855 2.96466 1.10073  -0.069
C16 -1.49764 4.22963 1.34828  -0.055
C17 -1.86124 4.58959 2.64877  -0.042
C18 -1.74530 3.67573 3.69943  -0.048
C19 -1.23059 2.40127 3.46817  -0.079
C20 -1.20748 -0.72858 2.66455  -0.312
C21 -0.82026 -1.55337 3.72583  -0.066
C22 -1.70723 -2.52453 4.19662  -0.049
C23 -2.96549 -2.67032 3.61378  -0.049
C24 -3.35875 -1.83875 2.56424  -0.057
C25 -2.48532 -0.86060 2.10178  -0.095
C26 1.51196 0.36487 2.78694  -0.287
C27 1.96462 1.44284 3.58012  -0.050
C28 3.16986 1.35498 4.28005  -0.039
C29 3.95057 0.19740 4.17649  -0.038
C30 3.49947 -0.89734 3.43046  -0.063
C31 2.27998 -0.82248 2.76187  -0.125
H24 -0.64916 2.66743 0.09110  0.097
H25 -1.62432 4.92052 0.51672  0.115
H26 -2.25032 5.58608 2.84344  0.120
H27 -2.05700 3.94492 4.70748  0.121
H28 -1.14960 1.67571 4.28538  0.125
H29 0.15795 -1.42414 4.17787  0.101
H30 -1.40169 -3.17243 5.01713  0.118
H31 -3.64442 -3.43522 3.96620  0.116
H32 -4.34411 -1.92580 2.11231  0.115
H33 -2.79820 -0.17561 1.31300  0.100
H34 1.34865 2.33670 3.68353  0.106
H35 3.48892 2.18692 4.91603  0.125
H36 4.90941 0.14227 4.69344  0.123
H37 4.07554 -1.82663 3.38863  0.121
H38 1.89555 -1.71446 2.25918  0.106

The lowest electronic energy belongs to which entry? C31H38MgN5O4SeSi

The lowest total charge belongs to which entry? C31H38MgN5O4SeSi